{"formula": "C5H10O2", "method": "ωB97M-V with the def2-TZVPD basis set", "species": ["H", "H", "C", "H", "C", "O", "H", "H", "O", "H", "H", "H", "C", "H", "H", "C", "C"], "positions_angstrom": [[-2.3996, 1.0839, -1.0750], [1.7420, -2.1437, 0.8214], [1.6885, -1.2007, 0.2565], [-2.0837, 0.1572, 1.8618], [-0.8203, -0.7866, 0.3332], [1.6396, 0.6965, -2.7557], [-0.0141, 0.9950, 1.8585], [2.5568, -0.7428, 0.7307], [0.7479, 0.6209, 1.4032], [-1.0293, -1.6100, -0.3302], [0.9103, 0.7541, -2.1319], [1.8032, -1.3543, -0.8085], [-1.9359, 0.0837, 0.7872], [-3.1894, 1.7134, 0.4132], [2.4738, 0.7122, -2.2864], [-2.5612, 0.9353, -0.0147], [0.4371, -0.5170, 0.6911]], "smiles": "C=C/C=C(/C)O.O", "multiplicity": 1, "energy_ha": -346.93369, "molar_mass_da": 102.13}

***

{"formula": "C20H28NO2SZn", "method": "ωB97M-V with the def2-TZVPD basis set", "species": ["H", "C", "H", "C", "C", "C", "H", "H", "C", "C", "C", "H", "H", "H", "H", "N", "H", "C", "H", "C", "H", "C", "H", "H", "H", "H", "C", "C", "H", "C", "H", "C", "H", "H", "H", "H", "H", "Zn", "H", "C", "C", "C", "S", "C", "H", "O", "O", "H", "H", "C", "H", "C", "H"], "positions_angstrom": [[-4.9135, 1.2833, 3.3913], [2.5417, 2.1670, 1.1476], [4.8141, -3.3216, -0.7417], [-5.2370, 0.4684, 1.4018], [2.3479, 1.1297, 0.1225], [3.5969, 0.4853, -0.0311], [-0.2416, 1.5651, -0.5118], [5.3655, 1.7296, 0.1634], [-0.8620, 1.4649, -3.3701], [3.8478, -3.1053, -0.3015], [-3.9917, 0.3458, 0.5429], [1.5953, 1.1492, -0.6750], [4.3359, 2.9474, 2.1712], [-0.8577, 2.5587, -3.2264], [-2.7126, 1.0604, 3.1412], [5.4099, 0.2127, 1.6541], [-3.7645, 1.3491, 0.1163], [-1.3695, -0.2292, -1.4450], [-4.1375, -0.3384, -0.3184], [3.8278, 2.2084, 1.5522], [-2.9034, -0.0589, -4.1829], [-3.1980, 0.1326, 2.7564], [2.4899, -3.1942, -2.0774], [0.4998, -3.0793, -0.2218], [1.6439, -3.0023, 2.2061], [-2.0869, -0.8854, -0.9009], [-3.1564, 0.6092, -3.3521], [2.6198, -3.0371, -1.0049], [-5.9547, -0.2978, 1.1127], [-1.9303, 0.8092, -2.4815], [-4.0726, 0.2586, -2.8568], [6.3272, -0.5375, 1.3495], [-0.4912, -0.7843, -1.7876], [-3.4375, 1.5893, -3.7988], [-5.1996, -0.4885, 3.3901], [0.1372, 1.0514, -3.1776], [-2.8209, -0.7236, 3.3399], [1.7976, -0.8183, 0.7702], [-5.6787, 1.4454, 1.2138], [4.6343, 1.1851, 0.7797], [-1.2174, 1.0396, -0.5528], [2.1839, -2.8169, 1.2801], [7.4840, -1.5832, 1.1653], [-4.7319, 0.3459, 2.8529], [-1.0722, 1.3310, -4.4346], [-2.8345, -0.1310, 1.3705], [-2.2050, 1.7502, -1.3981], [4.3488, -2.9892, 1.8545], [3.8925, -0.1324, -0.8819], [3.5942, -2.9498, 1.0735], [1.7654, 2.8648, 1.4187], [1.5598, -2.8639, -0.0615], [-1.5825, 0.8309, 0.4538]], "multiplicity": 1, "energy_ha": -3161.43004, "total_charge": -1, "molar_mass_da": 411.91}

***

{"formula": "C20H21N8O2RbSe2Te2", "method": "ωB97M-V with the def2-TZVPD basis set", "species": ["N", "H", "C", "H", "H", "H", "C", "N", "C", "H", "H", "C", "N", "H", "C", "C", "N", "C", "C", "Se", "C", "C", "N", "H", "C", "O", "Se", "N", "C", "H", "H", "N", "C", "C", "C", "C", "C", "H", "Te", "H", "O", "H", "H", "H", "H", "H", "H", "C", "Te", "N", "Rb", "H", "C", "H", "H", "C"], "positions_angstrom": [[1.9295, 3.2259, 4.3495], [-3.1753, -4.4425, -7.6817], [1.4556, 1.9283, 4.4592], [-1.6602, -4.6517, -6.7910], [4.2801, 2.7606, 1.5508], [4.7567, 1.2177, 2.2752], [0.4986, 1.3761, 5.3129], [2.7974, 3.2498, 3.4140], [-2.9568, 0.6475, 3.4775], [-2.9253, 1.4101, 4.2474], [-4.1308, -0.7174, 4.6549], [-2.6132, -4.1222, -6.8029], [2.2285, 0.3707, -0.9817], [-3.1714, -4.4125, -5.9112], [3.8618, -0.2631, 0.4230], [2.0987, 1.1444, 3.5126], [-1.7264, 0.0336, -0.0166], [-2.3175, 0.8901, 2.2654], [-3.6284, -0.5443, 3.7093], [-2.2555, 0.8504, -7.4000], [-2.3910, -2.6063, -6.8444], [2.4218, 1.3426, -0.1283], [-0.9952, -1.7249, -4.8191], [-2.9924, -2.0301, 0.7143], [-1.6004, -2.1295, -5.7055], [-1.4689, -1.1003, -0.6852], [3.3681, -0.0143, -5.5274], [2.9348, 2.0190, 2.8924], [3.1171, -0.6289, -0.6476], [0.5972, -1.7874, 4.0764], [2.3407, 3.4881, -0.0789], [-1.4355, 1.1517, -0.6138], [3.9260, 1.7808, 1.8582], [-2.3581, -0.0841, 1.2660], [1.6668, 2.6277, -0.0735], [0.8716, -0.7453, 4.1823], [0.2215, 0.0401, 5.1642], [-0.5327, -0.4209, 5.7875], [-0.3380, 1.4815, -5.9187], [-1.8631, -2.2912, -7.7438], [-1.6962, 2.2127, -0.0162], [-3.3281, -2.0520, -6.8409], [-0.0132, 1.9902, 6.0434], [-1.8067, 1.8207, 2.0896], [1.0088, 2.6882, -0.9348], [-4.1566, -2.4557, 2.8811], [4.6519, -0.7543, 0.9678], [-3.6455, -1.5149, 2.7131], [1.5948, 0.1205, -7.2849], [3.4160, 1.0065, 0.7625], [-0.1656, -0.2048, -2.6130], [2.2857, -0.8136, 2.5672], [-3.0117, -1.2909, 1.5017], [3.1713, -1.5415, -1.2190], [1.0401, 2.6891, 0.8193], [1.8184, -0.2196, 3.3413]], "multiplicity": 1, "energy_ha": -6726.22468, "total_charge": -2, "molar_mass_da": 904.03}

***

Please write out number 3 again, unchanged.
{"formula": "C20H21N8O2RbSe2Te2", "method": "ωB97M-V with the def2-TZVPD basis set", "species": ["N", "H", "C", "H", "H", "H", "C", "N", "C", "H", "H", "C", "N", "H", "C", "C", "N", "C", "C", "Se", "C", "C", "N", "H", "C", "O", "Se", "N", "C", "H", "H", "N", "C", "C", "C", "C", "C", "H", "Te", "H", "O", "H", "H", "H", "H", "H", "H", "C", "Te", "N", "Rb", "H", "C", "H", "H", "C"], "positions_angstrom": [[1.9295, 3.2259, 4.3495], [-3.1753, -4.4425, -7.6817], [1.4556, 1.9283, 4.4592], [-1.6602, -4.6517, -6.7910], [4.2801, 2.7606, 1.5508], [4.7567, 1.2177, 2.2752], [0.4986, 1.3761, 5.3129], [2.7974, 3.2498, 3.4140], [-2.9568, 0.6475, 3.4775], [-2.9253, 1.4101, 4.2474], [-4.1308, -0.7174, 4.6549], [-2.6132, -4.1222, -6.8029], [2.2285, 0.3707, -0.9817], [-3.1714, -4.4125, -5.9112], [3.8618, -0.2631, 0.4230], [2.0987, 1.1444, 3.5126], [-1.7264, 0.0336, -0.0166], [-2.3175, 0.8901, 2.2654], [-3.6284, -0.5443, 3.7093], [-2.2555, 0.8504, -7.4000], [-2.3910, -2.6063, -6.8444], [2.4218, 1.3426, -0.1283], [-0.9952, -1.7249, -4.8191], [-2.9924, -2.0301, 0.7143], [-1.6004, -2.1295, -5.7055], [-1.4689, -1.1003, -0.6852], [3.3681, -0.0143, -5.5274], [2.9348, 2.0190, 2.8924], [3.1171, -0.6289, -0.6476], [0.5972, -1.7874, 4.0764], [2.3407, 3.4881, -0.0789], [-1.4355, 1.1517, -0.6138], [3.9260, 1.7808, 1.8582], [-2.3581, -0.0841, 1.2660], [1.6668, 2.6277, -0.0735], [0.8716, -0.7453, 4.1823], [0.2215, 0.0401, 5.1642], [-0.5327, -0.4209, 5.7875], [-0.3380, 1.4815, -5.9187], [-1.8631, -2.2912, -7.7438], [-1.6962, 2.2127, -0.0162], [-3.3281, -2.0520, -6.8409], [-0.0132, 1.9902, 6.0434], [-1.8067, 1.8207, 2.0896], [1.0088, 2.6882, -0.9348], [-4.1566, -2.4557, 2.8811], [4.6519, -0.7543, 0.9678], [-3.6455, -1.5149, 2.7131], [1.5948, 0.1205, -7.2849], [3.4160, 1.0065, 0.7625], [-0.1656, -0.2048, -2.6130], [2.2857, -0.8136, 2.5672], [-3.0117, -1.2909, 1.5017], [3.1713, -1.5415, -1.2190], [1.0401, 2.6891, 0.8193], [1.8184, -0.2196, 3.3413]], "multiplicity": 1, "energy_ha": -6726.22468, "total_charge": -2, "molar_mass_da": 904.03}